{
  "formula": "C15H22B2CaF8O12",
  "method": "ωB97M-V/def2-TZVPD",
  "species": ["Ca", "B", "F", "F", "F", "F", "B", "F", "F", "F", "F", "C", "C", "O", "C", "O", "O", "H", "H", "H", "H", "C", "C", "C", "O", "C", "O", "O", "H", "H", "H", "H", "H", "H", "C", "C", "C", "O", "C", "O", "O", "H", "H", "H", "H", "H", "H", "C", "C", "C", "O", "C", "O", "O", "H", "H", "H", "H", "H", "H"],
  "xyz": [[-1.462, 1.189, 0.652], [-1.246, 3.075, 2.358], [-0.233, 3.303, 1.423], [-2.424, 2.902, 1.604], [-1.056, 1.841, 2.930], [-1.324, 4.069, 3.313], [-3.666, 1.823, -0.936], [-3.134, 3.089, -0.856], [-4.795, 1.788, -1.765], [-2.682, 0.939, -1.353], [-4.038, 1.325, 0.337], [2.048, 3.550, -3.282], [2.959, 2.353, -2.901], [2.035, 1.513, -2.173], [0.914, 2.198, -1.871], [0.006, 1.732, -1.260], [0.974, 3.411, -2.389], [1.754, 3.509, -4.331], [2.462, 4.542, -3.107], [3.882, 2.533, -2.361], [3.221, 1.793, -3.798], [5.316, 0.115, 1.152], [4.130, 0.857, 1.775], [3.698, 2.143, 1.047], [2.289, 2.015, 1.065], [1.910, 0.801, 1.476], [0.773, 0.467, 1.577], [2.960, 0.031, 1.755], [6.216, 0.725, 1.101], [5.083, -0.203, 0.135], [5.451, -0.748, 1.803], [4.335, 1.018, 2.833], [4.143, 2.254, 0.063], [4.071, 2.973, 1.648], [-5.026, -3.266, 4.123], [-3.637, -3.240, 3.529], [-3.502, -3.678, 2.049], [-3.243, -2.463, 1.382], [-2.903, -1.503, 2.246], [-2.504, -0.428, 1.922], [-3.171, -1.880, 3.486], [-5.215, -2.619, 4.978], [-5.185, -4.278, 4.512], [-5.829, -3.059, 3.412], [-3.014, -3.794, 4.232], [-4.473, -4.041, 1.696], [-2.840, -4.512, 1.820], [1.623, -1.508, -3.885], [0.218, -1.823, -3.372], [0.136, -3.188, -2.654], [-0.463, -2.883, -1.422], [-0.523, -1.539, -1.237], [-0.916, -1.064, -0.227], [-0.070, -0.892, -2.310], [1.650, -0.549, -4.405], [2.016, -2.267, -4.562], [2.325, -1.406, -3.056], [-0.575, -1.656, -4.098], [1.117, -3.643, -2.542], [-0.563, -3.747, -3.281]],
  "fmax_ev_per_a": 2.6,
  "e_tot_ha": -3014.5837,
  "relative_energy_kcal_mol": 0.00,
  "e_homo_ha": -0.39704
}

---

{
  "formula": "C15H22BiN4S4Se",
  "method": "ωB97M-V/def2-TZVPD",
  "species": ["Bi", "S", "S", "S", "S", "N", "C", "C", "C", "C", "C", "C", "C", "C", "N", "C", "H", "H", "H", "H", "H", "H", "H", "H", "C", "C", "N", "C", "C", "C", "C", "N", "H", "H", "H", "H", "H", "H", "H", "H", "H", "H", "H", "H", "H", "H", "Se"],
  "xyz": [[-0.327, 2.918, 0.682], [1.770, 3.281, 2.213], [0.754, 2.636, 3.878], [-0.667, 4.094, 4.179], [-1.961, 3.918, 2.588], [-2.357, 0.452, 2.721], [-2.683, -0.566, 1.889], [-2.969, -1.834, 2.373], [-3.234, -2.904, 1.512], [-3.199, -2.743, 0.155], [-2.910, -1.473, -0.390], [-2.849, -1.239, -1.782], [-2.614, 0.019, -2.253], [-2.451, 1.067, -1.330], [-2.472, 0.893, -0.031], [-2.679, -0.359, 0.465], [-2.495, 0.321, 3.707], [-2.447, 1.409, 2.398], [-2.996, -1.983, 3.446], [-3.476, -3.870, 1.940], [-3.407, -3.568, -0.516], [-2.979, -2.076, -2.460], [-2.557, 0.225, -3.313], [-2.288, 2.086, -1.673], [1.358, -0.987, 1.433], [1.156, -0.775, -0.065], [2.338, -0.198, -0.697], [3.380, -1.131, -1.079], [3.131, -1.752, -2.456], [2.276, 1.061, -1.231], [3.564, 1.664, -1.741], [1.168, 1.703, -1.228], [0.434, -1.358, 1.880], [1.625, -0.047, 1.916], [2.151, -1.715, 1.623], [0.321, -0.100, -0.235], [0.914, -1.731, -0.542], [3.419, -1.922, -0.328], [4.346, -0.627, -1.074], [2.181, -2.287, -2.469], [3.928, -2.451, -2.717], [3.083, -0.976, -3.221], [3.937, 1.168, -2.638], [4.335, 1.620, -0.971], [3.382, 2.710, -1.976], [1.248, 2.630, -1.646], [-0.183, 4.796, -0.936]],
  "fmax_ev_per_a": 0.5,
  "e_tot_ha": -5012.7708,
  "relative_energy_kcal_mol": 7.68,
  "e_homo_ha": -0.13829,
  "charge": -1
}

---

{
  "formula": "C15H22BrF4N4O8P",
  "method": "ωB97M-V/def2-TZVPD",
  "species": ["C", "C", "O", "P", "O", "C", "C", "C", "N", "N", "C", "C", "F", "F", "C", "F", "F", "C", "O", "C", "N", "C", "C", "C", "O", "Br", "O", "C", "C", "H", "H", "H", "H", "H", "H", "H", "H", "H", "H", "H", "H", "H", "H", "H", "H", "H", "H", "H", "H", "H", "H", "N", "O", "O", "O"],
  "xyz": [[4.139, -1.203, 2.195], [4.662, -0.665, 0.721], [3.936, -1.274, -0.423], [2.622, -0.210, -0.927], [1.773, 0.103, 0.368], [1.628, -0.866, -2.418], [0.484, -1.983, -2.061], [-0.661, -1.497, -0.995], [-0.664, -2.131, 0.231], [0.172, -3.128, 0.724], [-1.775, -1.546, 1.097], [-2.276, -2.362, 2.429], [-2.586, -3.806, 2.124], [-3.528, -1.810, 3.038], [-1.080, -2.232, 3.588], [-1.565, -1.531, 4.822], [-0.471, -3.563, 3.881], [-2.884, -1.006, 0.008], [-4.030, -0.225, 0.501], [-3.586, 0.966, 1.272], [-3.213, 1.805, 2.203], [-1.823, -0.343, -1.050], [-2.340, 0.253, -2.486], [-3.092, 1.704, -2.131], [-2.412, 2.820, -1.808], [-5.119, 1.892, -2.108], [3.417, 1.275, -1.471], [2.789, 2.459, -0.845], [1.258, 2.770, -1.374], [3.816, -2.330, 2.207], [3.261, -0.459, 2.511], [5.000, -1.008, 2.999], [4.570, 0.518, 0.754], [5.830, -0.882, 0.672], [2.415, -1.413, -3.129], [1.154, -0.013, -3.105], [-0.084, -2.229, -3.081], [1.043, -2.980, -1.764], [0.736, -2.792, 1.543], [-0.330, -4.017, 0.927], [-1.265, -0.564, 1.530], [-0.197, -1.563, 3.148], [-3.367, -1.899, -0.577], [-1.389, 0.629, -0.523], [-1.473, 0.534, -3.231], [-3.189, -0.411, -2.977], [3.445, 3.392, -1.196], [2.884, 2.464, 0.345], [0.916, 1.915, -2.118], [0.449, 2.800, -0.520], [1.275, 3.763, -2.031], [-2.319, 5.470, -0.372], [-2.933, 4.698, 0.384], [-1.084, 5.389, -0.472], [-2.941, 6.323, -1.027]],
  "fmax_ev_per_a": 11.8,
  "e_tot_ha": -4719.8965,
  "e_homo_ha": -0.21776
}

---

{
  "formula": "C15H22Cl5N3PPdSb",
  "method": "ωB97M-V/def2-TZVPD",
  "species": ["Pd", "Cl", "C", "C", "C", "Cl", "C", "Cl", "C", "Cl", "C", "Cl", "C", "Sb", "C", "C", "H", "H", "H", "H", "H", "H", "H", "H", "H", "C", "N", "C", "N", "C", "N", "C", "P", "C", "C", "H", "H", "H", "H", "H", "H", "H", "H", "H", "H", "H", "H", "H"],
  "xyz": [[-0.621, -0.091, -0.659], [0.505, 0.356, -3.393], [-1.067, 1.077, -3.292], [-1.546, 1.094, -1.997], [-2.837, 1.484, -1.705], [-3.231, 1.193, -0.046], [-3.684, 1.936, -2.707], [-5.303, 2.373, -2.365], [-3.175, 1.963, -4.027], [-4.179, 2.504, -5.289], [-1.871, 1.507, -4.338], [-1.321, 1.443, -5.956], [-0.466, -3.526, -3.172], [-1.025, -2.520, -1.356], [-0.335, -3.927, 0.120], [-3.142, -2.850, -1.265], [-0.872, -4.531, -3.109], [0.614, -3.575, -3.262], [-0.883, -3.017, -4.034], [-0.752, -4.900, -0.115], [-0.665, -3.620, 1.108], [0.749, -3.986, 0.098], [-3.325, -3.913, -1.382], [-3.635, -2.301, -2.062], [-3.523, -2.512, -0.304], [1.701, 1.621, 3.931], [1.569, 2.541, 2.719], [2.903, 2.523, 1.960], [3.288, 1.204, 1.644], [3.394, 0.385, 2.840], [2.116, 0.332, 3.531], [1.115, -0.438, 2.834], [0.721, 0.348, 1.176], [0.463, 2.089, 1.848], [2.482, 0.582, 0.614], [0.735, 1.584, 4.443], [2.444, 2.058, 4.604], [1.386, 3.495, 3.043], [3.654, 2.991, 2.603], [2.785, 3.119, 1.052], [4.145, 0.815, 3.507], [3.710, -0.621, 2.568], [0.206, -0.512, 3.440], [1.490, -1.451, 2.667], [-0.478, 2.111, 2.411], [0.349, 2.773, 0.999], [2.504, 1.188, -0.300], [2.909, -0.397, 0.373]],
  "fmax_ev_per_a": 2.3,
  "e_tot_ha": -3758.8427,
  "relative_energy_kcal_mol": 17.84,
  "e_homo_ha": [-0.51312, -0.51358],
  "charge": 2
}

---

{
  "formula": "C15H22ClO20",
  "method": "ωB97M-V/def2-TZVPD",
  "species": ["Cl", "O", "O", "O", "O", "C", "C", "O", "C", "O", "O", "H", "H", "H", "H", "C", "C", "O", "C", "O", "O", "H", "H", "H", "H", "C", "C", "O", "C", "O", "O", "H", "H", "H", "H", "C", "C", "O", "C", "O", "O", "H", "H", "H", "H", "C", "C", "O", "C", "O", "O", "H", "H", "H", "H", "O", "H", "H"],
  "xyz": [[-11.227, -10.479, 19.180], [-10.132, -9.564, 19.303], [-10.885, -11.494, 18.264], [-11.436, -11.119, 20.470], [-12.425, -9.759, 18.793], [-14.554, -11.065, 22.123], [-15.666, -10.036, 21.839], [-15.722, -9.363, 23.144], [-15.090, -10.059, 24.071], [-15.148, -9.888, 25.290], [-14.501, -11.081, 23.490], [-13.658, -10.830, 21.549], [-14.819, -12.075, 21.811], [-16.574, -10.529, 21.491], [-15.334, -9.353, 21.057], [-13.080, -7.026, 20.311], [-12.385, -7.508, 21.567], [-12.524, -6.489, 22.491], [-13.081, -5.417, 21.955], [-13.217, -4.330, 22.509], [-13.435, -5.726, 20.644], [-14.054, -7.436, 20.046], [-12.401, -6.947, 19.461], [-11.334, -7.702, 21.353], [-12.897, -8.380, 21.974], [-12.052, -14.273, 22.409], [-11.956, -14.831, 23.783], [-12.997, -15.778, 23.659], [-13.922, -15.156, 22.905], [-15.110, -15.518, 22.897], [-13.421, -14.209, 22.109], [-11.536, -14.879, 21.664], [-11.631, -13.277, 22.272], [-12.170, -14.120, 24.582], [-11.013, -15.338, 23.989], [-13.836, -13.341, 18.935], [-13.789, -13.484, 17.401], [-14.893, -12.722, 16.999], [-15.345, -11.988, 18.054], [-16.342, -11.291, 17.991], [-14.747, -12.286, 19.197], [-12.890, -13.025, 19.375], [-14.094, -14.318, 19.342], [-13.798, -14.531, 17.098], [-12.887, -12.952, 17.101], [-11.428, -10.130, 23.932], [-11.973, -10.930, 25.113], [-10.857, -11.278, 25.896], [-9.724, -11.181, 25.141], [-8.625, -11.703, 25.289], [-10.037, -10.538, 24.059], [-11.677, -9.070, 23.983], [-11.959, -10.518, 23.063], [-12.470, -11.845, 24.790], [-12.601, -10.242, 25.679], [-8.801, -12.462, 20.765], [-9.356, -13.242, 20.767], [-9.370, -11.764, 20.439]],
  "fmax_ev_per_a": 6.0,
  "e_tot_ha": -2549.6258,
  "relative_energy_kcal_mol": 35.97,
  "e_homo_ha": -0.29042,
  "charge": -1
}